# 1
# C33H29FGaO10

C33H29FGaO10 as an isolated structure in a non-equilibrium geometry (ωB97M-V with the def2-TZVPD basis set, OMol25).

LUMO (Ha): -0.01897
Calculated total energy (eV): -110254.4100
Energy relative to the best compared isomer or geometry (same formula, charge and spin) (kcal per mole): 37.03
HOMO-LUMO gap (hartree): 0.1595
Multiplicity: 1
Total charge: -1

XYZ file:
```
74
C33H29FGaO10 (ωB97M-V with the def2-TZVPD basis set)
C 5.9144 3.4878 1.7459
C 4.9353 4.8281 1.7325
C 3.6080 4.5022 0.8254
Ga 1.9575 3.8477 1.8877
F 2.2119 3.7367 3.7781
H 5.1939 2.5582 1.6692
H 6.6568 3.4422 0.8408
H 6.5166 3.3729 2.7702
H 5.5055 5.7382 1.2173
H 4.7016 5.0574 2.8726
H 3.9150 3.6297 0.0817
H 3.2652 5.4211 0.1859
H 1.5279 2.3581 1.3896
H 0.6884 4.7871 1.4824
C -2.9008 0.5632 1.3996
C -2.0414 1.5450 1.1101
C -1.2881 1.5542 -0.1594
O -0.4999 2.4514 -0.4243
C -1.5224 0.4379 -1.0968
C -2.3818 -0.5439 -0.8074
C -3.1350 -0.5531 0.4622
O -3.9233 -1.4503 0.7271
H -3.4607 0.5409 2.3265
H -1.8590 2.3712 1.7869
H -0.9625 0.4602 -2.0238
H -2.5641 -1.3701 -1.4841
C 2.7896 -2.0603 -2.0175
C 3.3101 -2.9947 -1.2161
C 2.7359 -3.2678 0.1161
O 3.2129 -4.1215 0.8511
C 1.5638 -2.4698 0.5276
C 1.0433 -1.5353 -0.2738
C 1.6175 -1.2623 -1.6061
O 1.1405 -0.4086 -2.3410
H 3.1991 -1.8469 -2.9973
H 4.1692 -3.5889 -1.5037
H 1.1543 -2.6831 1.5074
H 0.1842 -0.9411 0.0138
C 2.0862 6.8181 -3.7596
C 1.9671 5.8985 -4.7222
C 1.4495 4.5470 -4.4307
O 1.3421 3.7041 -5.3108
C 1.0672 4.2519 -3.0356
C 1.1863 5.1715 -2.0730
C 1.7039 6.5229 -2.3644
O 1.8113 7.3658 -1.4844
H 2.4647 7.8137 -3.9562
H 2.2425 6.0997 -5.7505
H 0.6887 3.2562 -2.8389
H 0.9109 4.9702 -1.0447
C -6.9125 -2.6224 5.9146
C -6.0531 -1.6405 5.6251
C -5.2998 -1.6313 4.3556
O -4.5116 -0.7341 4.0907
C -5.5341 -2.7477 3.4182
C -6.3935 -3.7295 3.7077
C -7.1468 -3.7387 4.9772
O -7.9350 -4.6359 5.2421
H -7.4724 -2.6447 6.8416
H -5.8708 -0.8144 6.3019
H -4.9742 -2.7254 2.4913
H -6.5758 -4.5557 3.0309
C 0.0051 -6.2628 -3.9034
C -0.6000 -5.0991 -3.6466
C -0.6854 -4.5670 -2.2723
O -1.2408 -3.5029 -2.0361
C -0.0752 -5.3694 -1.1936
C 0.5300 -6.5331 -1.4504
C 0.6154 -7.0652 -2.8247
O 1.1708 -8.1293 -3.0609
H 0.0759 -6.6678 -4.9055
H -1.0518 -4.4985 -4.4270
H -0.1460 -4.9644 -0.1915
H 0.9817 -7.1337 -0.6700
```



# 2
# FRb

FRb as an isolated structure in a non-equilibrium geometry (ωB97M-V with the def2-TZVPD basis set, OMol25).

LUMO (Ha): -0.01769
Calculated total energy (eV): -3372.6017
Energy relative to the best compared isomer or geometry (same formula, charge and spin) (kcal per mole): 5.19
HOMO-LUMO gap (hartree): 0.3095
Multiplicity: 1

XYZ file:
```
2
FRb (ωB97M-V with the def2-TZVPD basis set)
Rb -0.9634 -0.1883 -0.4393
F 0.9634 0.1883 0.4393
```



# 3
# C4H9NO2S

A 2-piece molecular cluster, C4H9NO2S overall in a non-equilibrium geometry (ωB97M-V with the def2-TZVPD basis set, OMol25).

LUMO (alpha / beta) (Ha): 0.02590 / 0.02593
Calculated total energy (eV): -20708.9411
Energy relative to the best compared isomer or geometry (same formula, charge and spin) (kcal per mole): 140.48
HOMO-LUMO gap (alpha / beta) (hartree): 0.3072 / 0.3072
Multiplicity: 1

XYZ file:
```
17
C4H9NO2S (ωB97M-V with the def2-TZVPD basis set)
C -0.0088 -0.9942 1.8655
C 0.5834 0.0042 1.2061
C 1.1155 -1.9289 -1.3194
C -0.6479 1.9438 0.8622
N -0.4532 2.3230 -0.4485
O 2.2451 1.4808 -0.1711
O 1.2993 -0.5182 -1.1721
S 2.0519 0.0874 0.1744
H 0.5368 -2.0616 2.0241
H -0.8938 -1.0085 2.3383
H 0.8465 -2.4260 -0.3267
H 2.0119 -2.4016 -1.6446
H 0.2082 -1.9883 -2.0198
H -0.0943 2.5087 1.5963
H -1.7275 1.9404 1.1891
H 0.4227 2.3603 -0.7823
H -1.2722 2.0812 -1.0627
```



# 4
# C3H5NO

C3H5NO in the gas phase (ωB97M-V with the def2-TZVPD basis set, OMol25).

LUMO (alpha / beta) (Ha): 0.02687 / 0.02686
Calculated total energy (eV): -6725.4878
Energy relative to the best compared isomer or geometry (same formula, charge and spin) (kcal per mole): 94.20
HOMO-LUMO gap (alpha / beta) (hartree): 0.3111 / 0.3110
Multiplicity: 1

XYZ file:
```
10
C3H5NO (ωB97M-V with the def2-TZVPD basis set)
O 1.7425 -1.1265 0.4171
C 1.3309 0.1086 0.2812
N 0.1657 0.2864 -0.2294
C -1.1920 0.7253 -0.0125
C -0.8681 -0.7404 -0.2736
H 2.0024 0.9031 0.5916
H -1.4210 1.0593 1.0002
H -1.5666 1.3854 -0.7956
H -1.0647 -0.9624 -1.3311
H 0.8709 -1.6388 0.3519
```



# 5
# C5H8N3

A 2-piece molecular cluster, C5H8N3 overall in a non-equilibrium geometry (ωB97M-V with the def2-TZVPD basis set, OMol25).

LUMO (Ha): -0.15336
Calculated total energy (eV): -9774.5592
Energy relative to the best compared isomer or geometry (same formula, charge and spin) (kcal per mole): 91.85
HOMO-LUMO gap (hartree): 0.3218
Multiplicity: 1
Total charge: +1

XYZ file:
```
16
C5H8N3 (ωB97M-V with the def2-TZVPD basis set)
C 1.7072 1.5512 0.3199
C 1.8544 0.2085 -0.0841
C -0.3186 0.6220 0.2013
C -2.7101 0.4057 0.0312
C 0.6467 -1.7660 -0.2261
N -3.1717 -0.5516 -0.4126
N 0.3676 1.7582 0.3999
N 0.6331 -0.3265 -0.0735
H 2.5198 2.2803 0.5813
H 2.7973 -0.1222 -0.3669
H -3.1747 1.3825 0.3046
H 0.1163 -2.2360 0.5376
H 0.0624 -2.0437 -1.1507
H 1.6097 -2.1215 -0.2329
H -2.9430 -1.5687 -0.6790
H 0.0036 2.5279 0.8501
```



# 6
# C4H4N4

C4H4N4 in the gas phase in a non-equilibrium geometry (ωB97M-V with the def2-TZVPD basis set, OMol25).

LUMO (Ha): 0.00878
Calculated total energy (eV): -10169.4133
Energy relative to the best compared isomer or geometry (same formula, charge and spin) (kcal per mole): 78.97
HOMO-LUMO gap (hartree): 0.3661
Structure (SMILES): C1=NCc2nncn21
Multiplicity: 1

XYZ file:
```
12
C4H4N4 (ωB97M-V with the def2-TZVPD basis set)
C -1.4714 -1.0561 0.1798
C -1.1659 1.1743 -0.0381
C 1.4915 0.8871 0.1354
C -0.0132 -0.5836 0.1308
H -1.6284 -1.5892 -0.6013
H -1.7254 -1.7168 1.0456
H -1.3701 2.1662 -0.2287
H 1.7270 1.8630 0.2998
N -1.9618 0.2139 -0.2056
N 0.1126 0.7234 0.0648
N 2.1165 -0.1778 -0.0709
N 1.1544 -1.2243 -0.2115
```



# 7
# C15H21Cl3CoN2O5Si

C15H21Cl3CoN2O5Si as an isolated structure (ωB97M-V with the def2-TZVPD basis set, OMol25).

LUMO (alpha / beta) (Ha): 0.18456 / 0.18376
Calculated total energy (eV): -112192.5206
Energy relative to the best compared isomer or geometry (same formula, charge and spin) (kcal per mole): 0.00
HOMO-LUMO gap (alpha / beta) (hartree): 0.2355 / 0.2870
Multiplicity: 4
Total charge: -2

XYZ file:
```
48
C15H21Cl3CoN2O5Si (ωB97M-V with the def2-TZVPD basis set)
Co 0.5176 -0.2726 -0.2430
O -1.1671 1.9578 -2.1150
C -2.3662 1.8529 -1.3622
C -2.7640 0.4336 -0.9926
N -1.9093 -0.2265 -0.0116
C -2.0283 0.4240 1.2915
C -1.0420 1.5674 1.4669
O -1.3590 2.5057 2.2048
O 0.0631 1.4058 0.8442
C -2.2047 -1.6538 0.0629
C -1.1829 -2.3778 0.9239
O -1.5676 -3.3099 1.6317
O 0.0173 -1.9310 0.8180
H -1.2236 1.3337 -2.8513
H -2.2251 2.4659 -0.4720
H -3.2118 2.2767 -1.9185
H -3.7980 0.4833 -0.6092
H -2.7733 -0.1750 -1.8918
H -3.0463 0.7854 1.4630
H -1.7891 -0.2960 2.0739
H -3.2008 -1.8591 0.4697
H -2.1511 -2.0683 -0.9487
Cl 2.0686 -0.9517 -3.8655
Si 0.4811 -1.2361 -2.4692
Cl 0.0521 -3.3186 -2.6941
Cl -1.1026 -0.6494 -3.9694
C 2.5470 -4.3388 -0.6065
N 2.9559 -2.9832 -0.9024
C 4.0781 -2.9624 -1.8122
C 3.2004 -2.2694 0.3436
C 3.5689 -0.8214 0.1576
C 4.9068 -0.4325 0.2509
C 5.2706 0.9011 0.1032
C 4.2744 1.8452 -0.1319
C 2.9402 1.4449 -0.2118
C 2.5394 0.1020 -0.0755
H 3.3594 -4.9081 -0.1132
H 2.2683 -4.8575 -1.5234
H 1.6777 -4.3259 0.0543
H 3.7985 -3.4681 -2.7396
H 4.9651 -3.4740 -1.3846
H 4.3534 -1.9375 -2.0559
H 3.9875 -2.7850 0.9280
H 2.2716 -2.3209 0.9099
H 5.6689 -1.1816 0.4550
H 6.3103 1.1993 0.1862
H 4.5364 2.8954 -0.2434
H 2.1794 2.2051 -0.3730
```



# 8
# C3H8NO

An isolated ion of composition C3H8NO and charge -1 (ωB97M-V with the def2-TZVPD basis set, OMol25).

LUMO (Ha): 0.16085
Calculated total energy (eV): -6777.7077
Energy relative to the best compared isomer or geometry (same formula, charge and spin) (kcal per mole): 6.56
HOMO-LUMO gap (hartree): 0.2467
Structure (SMILES): CCNC[O-]
Multiplicity: 1
Total charge: -1

XYZ file:
```
13
C3H8NO (ωB97M-V with the def2-TZVPD basis set)
C 0.4089 -0.5616 0.3922
N 0.5775 0.8194 -0.0819
C 0.0464 0.9546 -1.4950
O 0.8552 0.4854 -2.4177
C -0.7469 -0.7083 1.3925
H 1.3319 -0.8839 0.8798
H 0.1915 -1.2165 -0.4617
H 1.5811 0.9359 -0.1982
H -0.9658 0.4421 -1.4081
H -0.2158 2.0394 -1.5957
H -0.5494 -1.5681 2.0536
H -0.8280 0.1521 2.0629
H -1.6866 -0.8906 0.8772
```